Entry from the OMol25 dataset: 17 unconnected molecules or ions with the total composition C75H174N11O24 (the ωB97M-V functional and the def2-TZVPD basis).

Last column: Löwdin charge in e.
Element x y z (Å)
C -25.30666 7.72351 29.25676  -0.02
C -23.96402 7.22044 28.97824  -0.60
O -23.61846 7.00024 27.85513  0.04
N -23.14213 7.06998 30.06078  0.02
H -23.70275 7.33127 30.87487  0.14
H -22.21126 2.01220 28.04661  0.09
C -21.87698 6.30050 30.11162  -0.04
H -25.76774 7.26553 30.14654  0.10
H -26.06058 7.64302 28.44331  0.11
H -25.25042 8.80395 29.45610  0.06
H -22.05805 5.31045 30.40496  0.06
H -21.17588 6.81385 30.78927  0.09
H -21.49629 6.29111 29.07412  0.08
C -29.29895 5.86527 23.29220  0.00
C -28.21612 4.94195 22.86211  -0.53
O -27.09653 5.24577 23.28047  -0.01
N -28.32149 3.81492 22.04999  0.02
H -30.51115 8.34482 17.31174  0.10
H -27.40698 3.39819 21.95019  0.13
C -29.52503 3.36097 21.28098  -0.04
H -29.77364 6.33128 22.43771  0.08
H -28.83171 6.60183 23.94729  0.07
H -30.06941 5.37894 23.89723  0.09
H -30.35343 3.31256 21.92750  0.07
H -29.38618 2.34303 20.88303  0.09
H -29.63224 4.02767 20.43309  0.05
C -22.25402 20.48524 22.16584  0.01
C -20.91354 20.53514 22.85832  -0.49
O -20.67935 20.24936 24.03129  0.03
N -19.93808 21.09083 21.98470  -0.01
H -23.83832 18.21824 19.17025  0.18
H -20.28182 21.18038 21.06681  0.09
C -18.46432 21.17484 22.16431  -0.06
H -22.36176 21.37335 21.54351  0.10
H -23.10547 20.23530 22.79677  0.10
H -22.16088 19.62010 21.54955  0.04
H -17.95576 20.18451 22.22716  0.07
H -18.29310 21.81947 23.07113  0.10
H -18.09269 21.68695 21.27078  0.08
C -23.82011 10.90341 28.54240  0.01
C -24.32053 12.01507 27.67926  -0.57
O -23.53987 12.43516 26.79291  -0.04
N -25.49573 12.46378 27.99118  0.04
H -22.07933 13.63470 26.23295  0.10
H -25.87618 11.92270 28.79522  0.16
C -26.54047 13.19278 27.29039  -0.02
H -24.06276 11.17373 29.58391  0.11
H -22.73148 10.90873 28.54527  0.09
H -24.26319 9.94902 28.23984  0.05
H -26.95648 13.94583 27.96394  0.10
H -27.25703 12.50000 26.89315  0.07
H -25.96862 13.68116 26.48233  0.07
C -20.12278 9.82128 23.14608  -0.11
C -21.24975 9.99881 24.13634  -0.28
C -22.44360 10.69082 23.49515  -0.16
C -23.68702 10.74113 24.40681  -0.16
N -24.61554 9.63326 24.66258  -0.22
C -25.50717 9.48157 23.44818  -0.12
C -26.73215 8.88953 23.95147  -0.20
C -27.03927 9.41741 25.29305  -0.14
C -25.71734 10.08305 25.70488  -0.03
C -23.93419 8.40631 25.08648  0.03
H -19.72800 10.79620 22.88742  0.07
H -20.50763 9.23411 22.30165  0.08
H -19.23313 9.31673 23.57183  0.08
H -20.93167 10.55327 25.04702  0.13
H -21.57612 9.04789 24.50810  0.07
H -22.52849 10.48175 22.45541  0.10
H -22.20773 11.79298 23.45023  0.14
H -24.23155 11.67480 24.18541  0.12
H -23.31595 11.12229 25.37263  0.10
H -25.03478 8.88436 22.66082  0.14
H -25.64824 10.48991 23.05461  0.14
H -26.54316 7.80833 24.14405  0.12
H -27.62112 8.83134 23.26626  0.15
H -27.25383 8.61325 26.02596  0.11
H -27.84282 10.13144 25.43946  0.11
H -25.34825 9.81336 26.67386  0.10
H -25.77269 11.18281 25.60782  0.12
H -23.69805 7.82443 24.17345  0.13
H -24.57548 7.88982 25.78615  0.09
H -23.09872 8.70924 25.65965  0.08
C -18.12880 -1.83274 20.10121  -0.08
C -18.07699 -1.64121 21.64221  -0.24
C -18.33803 -0.21814 22.11266  -0.20
C -18.23259 0.02203 23.61450  -0.13
N -18.04373 1.41448 24.11682  -0.29
C -16.77761 1.93713 23.61014  -0.13
C -16.05096 2.57391 24.85575  -0.10
C -16.54027 1.63763 26.04281  -0.12
C -18.01619 1.44816 25.68642  -0.06
C -19.16124 2.30948 23.69492  0.02
H -18.82194 -2.64555 19.92480  0.07
H -17.13372 -2.06126 19.75356  0.07
H -18.53015 -0.95566 19.55736  0.08
H -17.00531 -1.92150 21.82034  0.13
H -18.73438 -2.26332 22.18808  0.10
H -19.26273 0.17704 21.69333  0.12
H -17.55443 0.37694 21.66067  0.11
H -17.32848 -0.47832 24.08712  0.17
H -19.14176 -0.29645 24.08926  0.13
H -16.83824 2.70669 22.81438  0.15
H -16.23229 1.13009 23.12168  0.13
H -16.36411 3.58007 25.12210  0.11
H -14.96217 2.58676 24.74153  0.12
H -16.24221 1.94218 27.03214  0.12
H -16.03548 0.64025 25.91717  0.13
H -18.56040 2.27314 26.04017  0.11
H -18.42741 0.47222 25.98330  0.14
H -18.81634 3.28985 24.04045  0.12
H -20.13969 2.03822 24.15908  0.10
H -19.24168 2.19269 22.62111  0.10
C -18.94272 14.95224 16.37907  -0.09
C -19.24611 14.68360 14.86228  -0.21
C -17.91063 14.33094 14.09678  -0.15
C -17.22407 15.69183 13.75136  -0.16
N -15.91794 15.68675 13.13624  -0.30
C -14.93380 14.85244 13.92889  -0.10
C -13.58569 15.21728 13.34249  -0.12
C -13.74368 16.74029 13.17043  -0.14
C -15.20542 17.08291 13.16636  -0.04
C -16.00632 15.10116 11.78202  0.04
H -18.22750 15.74498 16.51857  0.05
H -18.58644 14.03162 16.81623  0.07
H -19.91232 15.27563 16.79824  0.08
H -19.68307 15.59119 14.39457  0.11
H -20.01735 13.95103 14.81054  0.09
H -18.00669 13.70786 13.21655  0.10
H -17.29824 13.73794 14.78662  0.11
H -17.06274 16.19954 14.70523  0.12
H -17.89174 16.25916 13.10843  0.14
H -15.09704 13.80082 13.69022  0.14
H -15.11926 15.06011 14.97263  0.15
H -13.28849 14.66654 12.43834  0.13
H -12.82392 15.05229 14.08763  0.12
H -13.38538 17.06189 12.25712  0.10
H -13.13695 17.37733 13.80257  0.13
H -15.56417 17.69076 12.35709  0.13
H -15.63457 17.49548 14.14519  0.16
H -14.97377 15.03890 11.39104  0.12
H -16.59699 15.83155 11.22828  0.13
H -16.35355 14.10115 11.88732  0.10
C -36.14283 14.42192 24.38057  -0.09
O -35.32952 15.00694 25.38326  -0.19
C -35.87183 15.01650 26.66819  -0.22
C -34.82104 14.50999 27.64357  -0.12
N -34.35460 13.24276 27.11625  0.02
H -35.12351 12.60618 26.82440  0.20
H -33.81938 13.40538 26.22239  0.18
C -33.38954 12.51589 28.05255  -0.06
C -32.66659 11.45233 27.31146  -0.21
O -32.70976 11.73564 25.94923  -0.22
C -32.16773 10.75769 25.06004  -0.05
H -37.20195 14.74106 24.53233  0.10
H -36.25503 13.35453 24.40855  0.07
H -35.87723 14.80480 23.35680  0.11
H -36.70770 14.28540 26.70622  0.13
H -36.29540 16.02800 26.94383  0.16
H -35.19743 14.31887 28.67426  0.16
H -33.95123 15.18950 27.66848  0.15
H -33.98633 12.14942 28.86108  0.13
H -32.78699 13.36063 28.41042  0.14
H -33.13446 10.47494 27.53758  0.14
H -31.59958 11.33997 27.62460  0.14
H -32.30741 11.22561 24.11169  0.07
H -32.77778 9.85119 24.98033  0.10
H -31.06673 10.69489 25.24095  0.11
C -15.59117 16.02452 23.82651  -0.09
O -16.37452 16.92282 24.56427  -0.20
C -17.76417 16.93881 24.18410  -0.16
C -18.63835 17.68411 25.17405  -0.09
N -17.83737 18.45890 26.11950  0.07
H -18.45343 18.93046 26.81933  0.19
H -17.18016 17.90820 26.63153  0.17
C -17.10071 19.68842 25.62625  -0.10
C -16.32779 20.29005 26.73416  -0.20
O -17.13578 20.36111 27.92012  -0.21
C -16.40657 20.95661 29.00052  -0.07
H -14.51363 16.26762 23.96217  0.11
H -15.95822 16.03758 22.79515  0.09
H -15.72520 15.00544 24.14451  0.08
H -18.17675 15.94695 24.14915  0.13
H -17.77835 17.44416 23.28002  0.10
H -19.30021 16.96680 25.68807  0.11
H -19.32023 18.36869 24.67596  0.11
H -17.96289 20.26338 25.17621  0.15
H -16.34743 19.51992 24.86217  0.14
H -15.99130 21.25886 26.39555  0.14
H -15.44652 19.69273 27.05707  0.15
H -15.50148 20.46940 29.17194  0.06
H -17.07854 20.93775 29.88434  0.11
H -16.16534 22.02140 28.73498  0.11
C -29.95286 12.93251 10.23490  -0.07
O -29.35983 11.72659 10.70320  -0.18
C -28.84941 11.00879 9.61058  -0.21
C -28.39176 9.73380 10.25126  -0.10
N -27.42540 10.06381 11.30087  0.06
H -26.61667 10.49751 10.93473  0.17
H -27.81057 10.77004 11.88546  0.12
C -27.08707 8.97831 12.31300  -0.01
C -28.10358 9.15968 13.48596  -0.20
O -28.27549 10.49887 13.75526  -0.22
C -29.44097 10.85824 14.47478  -0.06
H -30.89438 12.84904 9.68728  0.11
H -29.26276 13.56086 9.70479  0.09
H -30.16993 13.48022 11.12896  0.09
H -27.97796 11.58786 9.19880  0.15
H -29.53048 10.64743 8.83202  0.15
H -27.83224 9.08620 9.57577  0.15
H -29.26126 9.25989 10.64417  0.14
H -26.08622 9.17432 12.58472  0.12
H -27.20841 8.06013 11.84945  0.11
H -27.75154 8.62989 14.36393  0.14
H -29.04765 8.68897 13.16003  0.14
H -29.15744 11.88703 14.78321  0.11
H -29.53200 10.23390 15.36545  0.08
H -30.39290 10.80320 13.85372  0.12
C -28.44557 18.24149 17.93745  -0.07
O -27.86792 17.32525 18.91758  -0.24
C -28.70216 16.21181 19.19215  -0.22
C -29.70023 16.58324 20.27650  -0.23
N -29.04798 17.00012 21.49759  -0.07
H -27.70150 15.71462 22.95139  0.11
H -28.19076 17.44067 21.11985  0.08
C -29.67639 18.04044 22.38298  -0.15
C -29.10651 19.40628 21.96492  -0.15
O -27.66881 19.22807 22.00182  -0.24
C -26.80411 19.74964 21.02154  -0.10
H -29.13108 19.00754 18.39620  0.09
H -29.16064 17.64984 17.28991  0.10
H -27.58101 18.67893 17.43849  0.09
H -28.09612 15.35779 19.52483  0.13
H -29.31972 15.99703 18.31615  0.11
H -30.30012 15.69666 20.46585  0.11
H -30.39593 17.35530 19.90000  0.12
H -29.45513 17.77383 23.39839  0.10
H -30.76835 18.01794 22.29600  0.12
H -29.34244 20.27088 22.66177  0.15
H -29.31097 19.58121 20.93798  0.10
H -26.95708 20.82530 20.91563  0.09
H -26.87352 19.32432 19.97105  0.08
H -25.84331 19.52736 21.46168  0.08
C -21.10776 17.12652 20.24515  0.00
C -22.14618 17.44677 19.31817  -0.56
O -23.25146 17.87817 19.94981  0.05
O -22.23822 17.39256 18.04044  0.02
H -20.28541 16.45246 19.90768  0.11
H -21.57573 16.56766 21.04709  0.10
H -20.73996 18.12309 20.66214  0.11
C -23.41993 3.90338 25.79251  0.03
C -22.51489 2.86282 26.42029  -0.54
O -22.87169 2.50200 27.64399  0.16
O -21.58649 2.35607 25.80834  0.05
H -24.48076 3.58805 25.71060  0.11
H -23.04858 3.89666 24.80282  0.06
H -23.29483 4.93188 26.24142  0.09
C -20.98044 14.21639 28.32205  0.02
C -20.50059 14.52496 26.88269  -0.59
O -21.29244 14.17016 25.86193  0.08
O -19.48186 15.06732 26.68803  0.09
H -20.82717 13.19308 28.62864  0.08
H -22.07323 14.39220 28.46540  0.09
H -20.44596 14.88105 29.00983  0.09
C -25.84676 16.38802 24.57205  0.03
C -26.27975 15.07885 24.02954  -0.56
O -25.50487 14.12313 23.98815  0.05
O -27.54737 14.94665 23.58201  0.07
H -25.60066 16.28819 25.60684  0.09
H -26.63177 17.11162 24.52894  0.08
H -25.00924 16.66185 23.96336  0.09
C -30.78101 5.23566 17.91418  0.01
C -30.13485 6.51149 17.45413  -0.60
O -30.89369 7.57154 17.70437  0.12
O -29.09289 6.56706 16.85125  0.08
H -30.12313 4.35260 17.89323  0.09
H -31.54756 4.95027 17.16260  0.11
H -31.22534 5.48356 18.88714  0.09
C -28.47328 9.51146 30.07579  -0.02
C -28.82229 10.09968 28.65901  -0.79
O -29.04351 11.32934 28.60952  -0.10
O -28.93088 9.33626 27.69980  -0.08
H -27.49359 9.04540 30.09723  0.02
H -29.27179 8.82011 30.26304  0.06
H -28.33258 10.27111 30.85319  0.07

Computed properties:
* lowest unoccupied orbital energy: -6.303 eV
* strongest force on any atom: 0.134 hartree/bohr
* E_tot: -5368.4169 hartree
* E_HOMO: -12.90 eV
* total charge: +5
* 2S+1: 1